# C2H3O

A cluster of 2 separate species, C2H3O in total at a distorted geometry (the ωB97M-V functional and the def2-TZVPD basis, the Open Molecules 2025 dataset).

Last column: Löwdin spin population.
Geometry (Å):
O 2.11 -0.96 -0.34  0.09
C 0.99 -1.08 -0.12  0.21
C -0.65 0.41 0.10  0.62
H -0.14 1.36 -0.07  0.03
H -0.98 0.20 1.12  0.02
H -1.34 0.07 -0.68  0.02

Computed properties:
Kohn-Sham gap (spin up / spin down) ... 9.3689 / 12.8521 eV
Expectation value of S² ... 0.76
Lowest unoccupied orbital energy (spin up / spin down) ... 1.3 / -0.2 eV
Molecular weight ... 43.0 u
Energy relative to the best compared isomer or geometry (same formula, charge and spin) ... 59.15 kJ/mol
Multiplicity ... 2
Largest force on an atom ... 0.0337 hartree/bohr